Entry 1:
Computed, not measured: an isolated molecule of C19H36O2, with wB97M-V/def2-TZVPD.

Each line ends with the Mulliken charge.
Element x y z (Å)
C -4.0473 -4.7924 0.1877  -1.36
C -4.2751 -3.3722 -0.3158  -0.16
C -5.3991 -2.6781 0.4508  -0.71
C -5.7457 -1.2923 -0.0946  -0.77
C -4.6423 -0.2591 0.1247  -0.26
C -5.0722 1.1285 -0.3471  -0.83
C -4.0458 2.2191 -0.0418  -0.53
C -2.7466 2.0742 -0.8436  -0.39
C -1.8483 3.2471 -0.5969  -0.62
C -0.8523 3.3145 0.2737  -0.40
C -0.3705 2.2346 1.1910  -0.62
C 1.1079 1.9113 0.9485  -0.68
C 1.3253 1.2856 -0.4277  -0.32
C 2.7997 1.1416 -0.8043  -0.92
C 3.5551 0.1475 0.0756  -0.45
C 4.9941 -0.0381 -0.3989  -0.80
C 5.7593 -1.0254 0.4916  -0.47
C 7.1623 -1.1865 -0.0381  0.50
O 7.5069 -1.9786 -0.8744  -0.59
O 7.9925 -0.2955 0.5209  -0.31
C 9.3363 -0.3131 0.0601  -0.65
H -3.2411 -5.2708 -0.3639  0.38
H -3.7835 -4.7847 1.2432  0.34
H -4.9481 -5.3904 0.0660  0.33
H -3.3492 -2.8046 -0.2094  0.22
H -4.5291 -3.4007 -1.3780  0.28
H -6.2926 -3.3057 0.4001  0.38
H -5.1181 -2.5914 1.5032  0.31
H -6.6560 -0.9414 0.3988  0.38
H -5.9607 -1.3691 -1.1632  0.31
H -4.3958 -0.2164 1.1886  0.29
H -3.7471 -0.5655 -0.4166  0.18
H -6.0124 1.3901 0.1455  0.36
H -5.2621 1.1013 -1.4230  0.36
H -4.4876 3.1923 -0.2700  0.34
H -3.8073 2.2086 1.0243  0.32
H -2.2464 1.1458 -0.5711  -0.03
H -2.9910 2.0272 -1.9077  0.46
H -2.0888 4.1289 -1.1778  0.43
H -0.2937 4.2395 0.3543  0.38
H -0.9642 1.3282 1.0758  0.24
H -0.4888 2.5817 2.2223  0.34
H 1.6934 2.8308 1.0230  0.30
H 1.4530 1.2285 1.7268  0.34
H 0.8336 1.9149 -1.1735  0.35
H 0.8472 0.3036 -0.4581  0.25
H 2.8639 0.8086 -1.8431  0.37
H 3.2837 2.1191 -0.7421  0.31
H 3.0404 -0.8157 0.0554  0.30
H 3.5647 0.5011 1.1078  0.30
H 4.9973 -0.4098 -1.4258  0.33
H 5.5079 0.9257 -0.3875  0.34
H 5.8012 -0.6484 1.5133  0.33
H 5.2641 -1.9965 0.4729  0.39
H 9.7790 -1.2979 0.2221  0.29
H 9.8655 0.4438 0.6331  0.23
H 9.3741 -0.0835 -1.0067  0.30

Frontier orbital gap, eV: 10.04
HOMO energy, eV: -9.1
SMILES: CCCCCCCC/C=C\CCCCCCCC(=O)OC

---

Entry 2:
Computed, not measured: C59H45BiN9O2S2 as an isolated structure in a non-equilibrium geometry, with wB97M-V/def2-TZVPD.

Each line ends with the Mulliken charge.
Element x y z (Å)
Bi -0.4296 -0.2240 0.2906  2.49
C 6.9718 -1.2064 1.4695  -0.63
C 6.2030 -0.1014 1.1171  -0.68
C 4.9617 -0.2330 0.4965  -0.03
C 4.3757 -1.4967 0.3064  0.54
C 5.1791 -2.5935 0.6242  -0.48
C 6.4397 -2.4569 1.1955  -0.73
C 2.9943 -1.7028 -0.3089  0.64
C 2.0202 -2.6712 0.1896  0.74
C 2.2361 -4.0012 0.7872  -1.00
C 0.9657 -4.5355 1.0080  -1.46
C -0.0314 -3.5978 0.4770  -0.17
N 0.6394 -2.4670 0.0525  -0.02
C -1.4298 -3.8766 0.3360  0.97
C -2.4872 -2.9448 0.1721  0.84
C -3.9216 -3.1062 0.4108  -0.60
C -4.5549 -1.9410 0.0117  -1.58
C -3.5348 -1.0228 -0.4309  -0.48
C -3.6770 0.3012 -0.9757  0.22
C -4.5468 1.3335 -0.3096  0.88
C -4.9854 1.1987 1.0415  -0.16
C -5.6137 2.2549 1.6992  -0.92
C -5.9101 3.4619 1.0668  -0.49
C -5.5429 3.5713 -0.2675  -0.76
C -4.8600 2.5541 -0.9258  -0.04
C -2.8321 0.5793 -2.1124  0.21
N -1.4565 0.3844 -2.1151  0.47
C -0.9724 0.6814 -3.3717  -0.10
C 0.3823 0.5251 -3.8351  1.20
C 0.6347 0.8551 -5.2925  -0.86
C 1.2260 2.0763 -5.6220  0.00
C 1.4402 2.4796 -6.9405  -0.76
C 1.1045 1.6511 -7.9871  -0.35
C 0.5043 0.4236 -7.6776  -0.66
C 0.2462 0.0378 -6.3834  -0.07
C 1.4618 0.1368 -2.9942  -0.10
C 2.8918 0.3963 -3.2928  -1.11
C 3.6370 -0.2088 -2.3246  -1.61
C 2.6638 -0.8265 -1.3795  0.03
N 1.3804 -0.5519 -1.7950  0.31
C -2.1059 1.1299 -4.2052  -1.05
C -3.2447 1.0380 -3.4455  -1.32
N -2.2972 -1.6560 -0.3606  0.09
C -1.7435 -5.3172 0.0155  -0.42
C -2.7479 -6.0174 0.6961  -0.47
C -2.9896 -7.3691 0.5016  -0.83
C -2.2824 -8.0559 -0.4698  -0.41
C -1.3421 -7.3561 -1.2365  -0.77
C -1.0144 -6.0330 -0.9422  0.03
H 7.9267 -1.1221 1.9610  0.42
H 6.5922 0.9166 1.2822  0.41
H 4.4387 0.6849 0.1680  0.37
H 4.8322 -3.5883 0.3733  0.46
H 6.9961 -3.3859 1.4128  0.34
H 3.1740 -4.4654 1.0748  0.33
H 0.7235 -5.4957 1.4397  0.64
H -4.4077 -3.9855 0.8119  0.30
H -5.6328 -1.7325 0.0470  0.52
H -4.8950 0.2638 1.6164  0.18
H -5.9405 2.0909 2.7131  0.41
H -6.4639 4.2751 1.5538  0.36
H -5.7829 4.4762 -0.8284  0.37
H -4.5321 2.7334 -1.9514  0.11
H 1.5240 2.7281 -4.8047  0.49
H 1.9068 3.4420 -7.0845  0.37
H 1.3425 1.8807 -9.0258  0.36
H 0.2369 -0.2677 -8.4723  0.37
H -0.2278 -0.9097 -6.1751  0.45
H 3.2492 0.9249 -4.1463  0.58
H 4.7047 -0.2540 -2.2212  0.62
H -2.0402 1.4937 -5.2188  0.58
H -4.2618 1.2575 -3.7694  0.55
H -3.3316 -5.4857 1.4590  0.29
H -3.7244 -7.8659 1.1250  0.38
H -2.4947 -9.1007 -0.6693  0.35
H -0.8224 -7.8460 -2.0525  0.38
H -0.1932 -5.5675 -1.4925  0.40
O -1.9532 3.3549 -1.8510  0.45
C -1.5950 4.4675 -1.1856  0.48
C -1.6492 5.7266 -1.7994  -0.94
C -1.1826 6.8692 -1.1801  -0.57
C -0.6687 6.7537 0.0961  -0.65
C -0.6378 5.5328 0.7574  -0.74
C -1.1095 4.3563 0.1437  0.17
C -0.9416 3.0355 0.9130  -0.16
O -1.6209 2.0115 0.6172  -0.21
N -0.0834 3.1068 1.9298  -0.78
N -0.1662 2.0459 2.7249  0.52
C 0.2611 2.2341 3.9249  -0.08
S 0.5878 0.9862 5.1919  -0.07
C 1.5130 2.0475 6.3713  -0.51
C 1.2442 3.5264 6.1294  -0.48
S 0.6609 3.8106 4.4315  -0.17
H -1.9028 3.5141 -2.8122  0.12
H -2.0318 5.7231 -2.8286  0.40
H -1.2647 7.8386 -1.6308  0.40
H -0.2769 7.6093 0.6085  0.41
H -0.2286 5.4971 1.7683  0.41
H 2.5863 1.7816 6.2744  0.19
H 1.1898 1.7312 7.3788  0.41
H 2.1495 4.1464 6.2594  0.33
H 0.4753 3.9318 6.8167  0.29
C -1.5138 -0.7201 2.3332  -0.76
H -2.6126 -0.5250 2.2418  0.17
H -1.0678 -0.0701 3.0859  0.03
H -1.3592 -1.8019 2.5755  0.24
N 4.5896 0.7457 4.1076  -0.31
C 3.6489 -0.1990 3.8166  -0.41
C 2.6649 0.0044 2.7825  -0.18
N 1.6480 -0.8108 2.6459  1.86
C 1.6012 -1.8507 3.4725  -0.57
C 2.5934 -2.1331 4.4009  -1.17
N 3.6016 -1.2906 4.6016  -0.68
H 4.7151 1.5723 3.5171  0.27
H 5.3210 0.4544 4.7632  0.27
H 2.6398 0.9116 2.1478  0.20
H 0.7389 -2.4890 3.3545  0.43
H 2.5342 -3.0314 5.0144  0.42

Frontier orbital gap (alpha / beta), eV: 4.53 / 4.53
HOMO energy (alpha / beta), eV: -3.7 / -3.7
Total charge: -1

---

Entry 3:
Computed, not measured: C3H2FO2Yb as an isolated structure in a non-equilibrium geometry, with wB97M-V/def2-TZVPD.

Each line ends with the Mulliken charge.
Element x y z (Å)
O 1.2096 0.9551 -0.1989  -0.34
C -0.0280 0.6826 -0.5978  0.72
O -0.9768 1.5352 -0.6355  -0.41
C 1.1851 -0.8120 0.3880  -0.08
C -0.1211 -0.6716 -0.1510  0.14
H 1.3278 -0.9119 1.4690  0.28
H 1.9688 -1.2130 -0.2619  0.26
F -1.2857 -1.1451 0.3668  -0.20
Yb -3.2796 1.5809 -0.3789  0.63

Multiplicity: 3
Expectation value of S²: 2.01
Frontier orbital gap (alpha / beta), eV: 4.97 / 6.87
HOMO energy (alpha / beta), eV: -9.7 / -12.9
Total charge: +1

---

Entry 4:
Computed, not measured: an isolated molecule of C4H6N2, with wB97M-V/def2-TZVPD.

Each line ends with the Mulliken charge.
Element x y z (Å)
C -1.6858 -0.4492 0.1424  -1.09
C -0.2947 0.0851 -0.0554  0.63
C 0.3267 1.2738 0.4107  -0.40
N 1.6488 1.2238 0.3114  -0.74
N 1.8918 0.0424 -0.2683  0.22
C 0.7632 -0.6573 -0.5268  -0.53
H -2.4916 0.2575 -0.0737  0.32
H -1.8393 -1.3437 -0.4708  0.32
H -1.8015 -0.7665 1.1871  0.23
H -0.1355 2.1913 0.7552  0.42
H 2.8341 -0.3115 -0.3054  0.23
H 0.7813 -1.5680 -1.1071  0.39

Frontier orbital gap, eV: 10.08
HOMO energy, eV: -9.0
SMILES: Cc1cn[nH]c1